DFT (ωB97M-V/def2-TZVPD) results for C48H59N5O5 in the gas phase.

## Properties
HOMO energy: -8.2 eV
Gap between HOMO and LUMO: 8.912 eV
E_LUMO: 0.0263 Ha
Max |F|: 0.76 eV Å⁻¹
Total charge: 0
Total energy: -68425.99255 eV

Positions of all 117 atoms, in Å:
C (-8.619, -1.102, -1.242)
C (-8.232, -0.254, -0.035)
C (-6.823, 0.331, -0.136)
C (-5.722, -0.725, -0.062)
C (-4.336, -0.087, -0.067)
H (-4.206, 0.499, -0.981)
H (-4.247, 0.603, 0.773)
C (-3.231, -1.145, 0.026)
N (-1.913, -0.549, 0.066)
C (-1.190, -0.246, -1.033)
O (-0.126, 0.362, -0.950)
C (-1.706, -0.673, -2.393)
H (-2.790, -0.602, -2.453)
C (-1.238, -2.096, -2.730)
C (0.267, -2.130, -2.981)
C (0.802, -3.526, -3.297)
H (0.223, -3.966, -4.113)
C (0.749, -4.497, -2.109)
N (1.384, -3.957, -0.922)
C (2.750, -3.930, -0.763)
C (3.320, -3.193, 0.227)
C (4.754, -2.970, 0.383)
O (5.650, -3.368, -0.334)
O (4.989, -2.183, 1.457)
C (6.282, -1.590, 1.575)
C (6.204, -0.179, 1.053)
C (6.343, 0.067, -0.307)
C (6.195, 1.350, -0.803)
C (5.906, 2.398, 0.053)
C (5.767, 2.158, 1.409)
C (5.908, 0.875, 1.906)
H (5.788, 0.688, 2.963)
H (5.546, 2.975, 2.080)
H (5.784, 3.399, -0.334)
H (6.305, 1.531, -1.863)
H (6.563, -0.754, -0.974)
H (6.532, -1.609, 2.639)
H (7.002, -2.187, 1.006)
C (2.458, -2.396, 1.174)
N (1.088, -2.861, 1.110)
C (0.516, -3.455, 0.061)
O (-0.690, -3.625, -0.018)
H (0.435, -2.452, 1.793)
C (2.510, -0.903, 0.891)
C (2.879, -0.401, -0.347)
C (2.871, 0.959, -0.584)
C (2.480, 1.855, 0.406)
C (2.108, 1.347, 1.649)
C (2.126, -0.013, 1.887)
H (1.829, -0.394, 2.855)
H (1.774, 2.018, 2.427)
C (2.462, 3.299, 0.143)
C (2.809, 4.215, 1.135)
C (2.805, 5.573, 0.877)
C (2.454, 6.044, -0.378)
C (2.102, 5.145, -1.371)
C (2.103, 3.786, -1.113)
H (1.803, 3.091, -1.883)
H (1.824, 5.507, -2.351)
H (2.455, 7.104, -0.581)
H (3.082, 6.269, 1.655)
H (3.101, 3.857, 2.111)
H (3.185, 1.328, -1.548)
H (3.185, -1.076, -1.133)
H (2.805, -2.556, 2.204)
C (3.553, -4.789, -1.688)
H (3.427, -4.486, -2.725)
H (3.236, -5.827, -1.592)
H (4.604, -4.714, -1.435)
H (1.206, -5.448, -2.386)
H (-0.290, -4.684, -1.834)
H (1.833, -3.424, -3.642)
H (0.784, -1.726, -2.108)
H (0.499, -1.474, -3.824)
H (-1.765, -2.441, -3.624)
H (-1.487, -2.762, -1.903)
H (-1.277, 0.021, -3.119)
C (-1.362, -0.116, 1.358)
C (-1.722, -1.000, 2.523)
N (-0.748, -1.806, 2.937)
C (-0.952, -2.594, 3.979)
C (-2.140, -2.618, 4.688)
C (-3.157, -1.774, 4.273)
C (-2.952, -0.955, 3.174)
H (-3.719, -0.273, 2.852)
H (-4.101, -1.752, 4.797)
H (-2.263, -3.273, 5.536)
H (-0.118, -3.228, 4.252)
H (-0.271, -0.154, 1.242)
C (-1.750, 1.364, 1.615)
O (-2.628, 1.710, 2.382)
N (-1.007, 2.214, 0.895)
C (-1.303, 3.630, 0.859)
C (-2.553, 3.930, 0.023)
C (-2.431, 3.496, -1.438)
C (-1.499, 4.392, -2.243)
H (-0.492, 4.364, -1.837)
H (-1.459, 4.062, -3.279)
H (-1.850, 5.421, -2.224)
H (-3.425, 3.518, -1.891)
H (-2.072, 2.465, -1.481)
H (-3.392, 3.408, 0.486)
H (-2.756, 5.002, 0.071)
H (-1.484, 3.961, 1.886)
H (-0.428, 4.147, 0.466)
H (-0.359, 1.829, 0.214)
H (-3.289, -1.836, -0.814)
H (-3.363, -1.742, 0.930)
H (-5.846, -1.312, 0.851)
H (-5.804, -1.408, -0.909)
H (-6.679, 1.042, 0.681)
H (-6.730, 0.884, -1.074)
H (-8.943, 0.571, 0.057)
H (-8.307, -0.857, 0.872)
H (-9.654, -1.423, -1.160)
H (-7.995, -1.989, -1.313)
H (-8.510, -0.528, -2.160)

These are the Mulliken partial charges, in e, on atoms 1 to 99:
1 C -1.158
2 C -0.561
3 C -0.476
4 C -0.948
5 C 0.400
6 H 0.270
7 H -0.018
8 C -1.831
9 N 1.271
10 C -0.011
11 O -0.286
12 C -1.743
13 H 0.502
14 C -0.631
15 C 0.245
16 C -0.838
17 H 0.494
18 C -1.414
19 N 0.340
20 C 0.942
21 C -0.956
22 C 0.648
23 O -0.736
24 O -0.188
25 C -1.446
26 C 0.688
27 C -0.152
28 C -0.791
29 C -0.226
30 C -0.471
31 C -0.417
32 H 0.356
33 H 0.454
34 H 0.354
35 H 0.422
36 H 0.469
37 H 0.453
38 H 0.436
39 C 0.035
40 N 0.328
41 C 0.503
42 O -0.730
43 H 0.028
44 C 1.251
45 C -0.875
46 C -1.044
47 C 1.977
48 C -0.675
49 C -1.367
50 H 0.419
51 H 0.426
52 C 0.422
53 C -0.468
54 C -1.185
55 C -0.549
56 C -0.523
57 C -0.247
58 H 0.356
59 H 0.451
60 H 0.400
61 H 0.422
62 H 0.478
63 H 0.650
64 H 0.369
65 H 0.553
66 C -2.062
67 H 0.271
68 H 0.371
69 H 0.518
70 H 0.475
71 H 0.579
72 H 0.332
73 H -0.759
74 H 0.650
75 H 0.458
76 H 0.327
77 H 0.563
78 C 1.016
79 C 0.275
80 N -0.350
81 C -0.474
82 C -0.892
83 C -0.945
84 C -0.107
85 H 0.486
86 H 0.475
87 H 0.434
88 H 0.440
89 H -0.394
90 C -0.028
91 O -0.730
92 N 0.819
93 C -0.569
94 C -0.967
95 C 0.834
96 C -1.508
97 H 0.169
98 H 0.460
99 H 0.404